Model A:
The following is a quantum chemistry calculation of a cluster of 3 separate species, C4H6N2O2 in total, from OMol25.

Output
- charge = 0
- HOMO (Ha) = -0.274
- gap between HOMO and LUMO (eV) = 6.39

Last column: natural (NBO) charge in e.
CARTESIAN COORDINATES (ANGSTROEM)
1 C -1.0714 0.1203 -0.1696  0.3710
2 C -1.1433 1.4681 -0.0788  -0.3283
3 C 0.3246 1.8287 -0.1564  -0.3724
4 C 1.1372 0.7171 -0.1458  0.4174
5 H -0.1928 -2.1814 0.4654  0.3463
6 H 0.8371 -2.2970 -1.0901  0.3883
7 H -1.8706 -1.5484 0.8113  0.3526
8 H -2.0880 2.1953 0.0510  0.2549
9 H 0.6865 2.8864 0.1909  0.2258
10 H 2.2039 -0.8267 0.7328  0.5035
11 N 0.7656 -1.6187 -0.0811  -0.6282
12 N 0.2197 -0.3703 -0.2345  -0.2911
13 O -2.1787 -0.6073 -0.1799  -0.5687
14 O 2.3701 0.2339 -0.1151  -0.6710

=====

Model B:
The following is a quantum chemistry calculation of the molecule C4H6N2O2, from OMol25.

Output
- charge = 0
- HOMO (Ha) = -0.351
- gap between HOMO and LUMO (eV) = 10.14

Last column: natural (NBO) charge in e.
CARTESIAN COORDINATES (ANGSTROEM)
1 O -2.4620 -1.2375 -0.4159  -0.6176
2 C -1.4097 -0.7470 -0.0719  0.6632
3 C -1.2506 0.7715 0.1433  -0.5965
4 C 0.0191 1.2384 -0.4591  0.1957
5 N 1.1136 0.6093 -0.4182  -0.4687
6 C 1.2388 -0.6039 0.2489  0.4199
7 O 2.1418 -1.4475 -0.2869  -0.6760
8 N -0.2952 -1.4185 0.2071  -0.6919
9 H -1.2112 0.9239 1.2247  0.2529
10 H -2.1189 1.2894 -0.2607  0.2507
11 H 0.0265 2.1729 -1.0087  0.1911
12 H 1.4164 -0.5056 1.3231  0.1848
13 H 2.1953 -1.3024 -1.2422  0.4890
14 H -0.2291 -2.4061 0.0350  0.4034

=====

Going by the computed energies, the most stable comes first: model B, model A.